*i*
Formula: C3H7OS
Source: the Open Molecules 2025 dataset
Level of theory: wB97M-V/def2-TZVPD

**Highest occupied orbital energy**: -3.32 eV
**Gap between HOMO and LUMO**: 7.5 eV
**Molecular weight**: 91.15 u
**Net charge**: -1
**E_LUMO**: 4.129 eV

Structure (XYZ):
```
12
Properties=species:S:1:pos:R:3:lowdin_charge:R:1
C -0.5491 -2.0467 -0.3395 -0.011
C -0.2586 -0.7430 -0.0672 -0.506
O -0.3320 -0.3446 1.2135 -0.078
C 0.2625 0.2671 -1.0681 -0.104
H -0.3875 -2.4539 -1.3350 0.025
H -0.8896 -2.6824 0.4747 0.035
H -0.1258 0.6514 1.3642 -0.080
H 0.3087 -0.1794 -2.0667 0.065
H -0.4202 1.1214 -1.1143 0.055
H 1.2265 0.6876 -0.7543 0.048
S 0.5191 2.5965 1.2325 -0.034
H 0.6461 3.1258 2.4603 -0.415
```

***

*ii*
Formula: C3H7OS
Source: the Open Molecules 2025 dataset
Level of theory: wB97M-V/def2-TZVPD

**Highest occupied orbital energy**: -2.52 eV
**Gap between HOMO and LUMO**: 6.6 eV
**Molecular weight**: 91.15 u
**Net charge**: -1
**E_LUMO**: 4.037 eV

Structure (XYZ):
```
12
Properties=species:S:1:pos:R:3:lowdin_charge:R:1
O 3.8644 0.1689 0.7609 -0.067
C 2.8724 -0.4103 0.3822 -0.207
H 2.6508 -1.4802 0.4537 0.025
H 1.8499 0.1100 0.2303 0.029
C -1.8914 0.4447 0.3563 -0.271
C -0.9177 0.0530 -0.7920 -0.857
S -0.1773 -1.5201 -0.3287 0.165
H -2.0392 -0.1711 1.2055 0.002
H -1.5269 1.4161 0.8363 0.060
H -2.8626 0.5665 -0.1916 0.051
H -1.5371 -0.1231 -1.6998 0.007
H -0.2853 0.9457 -1.2132 0.063
```

***

Most stable: *i*

***

*i*
Formula: C3H7OS
Source: the Open Molecules 2025 dataset
Level of theory: wB97M-V/def2-TZVPD

**Highest occupied orbital energy**: -2.31 eV
**Gap between HOMO and LUMO**: 6.1 eV
**Molecular weight**: 91.15 u
**Net charge**: -1
**E_LUMO**: 3.840 eV

Structure (XYZ):
```
12
Properties=species:S:1:pos:R:3:lowdin_charge:R:1
O -1.6421 1.9389 2.0889 -0.045
C -0.4682 1.7043 2.2308 -0.165
H 0.3972 2.3742 2.0736 0.071
H -0.1345 0.6581 2.4423 0.051
C -0.6273 -0.8554 -1.1597 -0.217
C 0.9339 -0.7809 -1.1422 -0.895
S 1.7225 -1.1448 0.4244 0.070
H -0.8850 -1.5522 -1.9657 0.042
H -0.9152 -1.2654 -0.1948 0.019
H -1.0541 0.1341 -1.3145 0.042
H 1.4473 -1.4069 -1.9050 0.011
H 1.2256 0.1960 -1.5782 0.018
```

***

*ii*
Formula: C3H7OS
Source: the Open Molecules 2025 dataset
Level of theory: wB97M-V/def2-TZVPD

**Highest occupied orbital energy**: -2.78 eV
**Gap between HOMO and LUMO**: 6.6 eV
**Molecular weight**: 91.15 u
**Net charge**: -1
**E_LUMO**: 3.805 eV

Structure (XYZ):
```
12
Properties=species:S:1:pos:R:3:lowdin_charge:R:1
S 1.1325 -1.5499 1.8214 -0.165
H 1.6403 -2.5035 2.6117 -0.476
C 0.1753 1.4668 0.4291 -0.154
C -0.6481 0.8448 -0.6877 -0.157
C -0.3635 -0.3967 -1.0753 -0.268
O -1.1213 -1.1887 -1.8962 -0.036
H -0.4855 1.9103 1.1792 0.060
H 0.7483 0.6947 0.9690 -0.059
H 0.8818 2.2322 0.0960 0.054
H -1.3518 1.4645 -1.2376 0.086
H 0.5117 -0.8915 -0.6585 0.030
H -1.1198 -2.0831 -1.5512 0.087
```

***

*iii*
Formula: C3H7OS
Source: the Open Molecules 2025 dataset
Level of theory: wB97M-V/def2-TZVPD

**Highest occupied orbital energy**: -2.92 eV
**Gap between HOMO and LUMO**: 7.1 eV
**Molecular weight**: 91.15 u
**Net charge**: -1
**E_LUMO**: 4.179 eV

Structure (XYZ):
```
12
Properties=species:S:1:pos:R:3:lowdin_charge:R:1
C -0.6489 1.1309 -2.1950 -0.703
S 0.0553 1.7165 -0.6200 0.164
H -1.6228 0.6249 -2.1139 -0.009
H -0.0520 0.3427 -2.6823 -0.009
H -0.7281 1.9152 -2.9554 -0.021
C -0.1134 -2.3892 2.1016 -0.054
C -0.0785 -1.3005 1.3020 -0.348
O 0.8980 -1.0950 0.4206 -0.087
H -0.7535 -2.3371 2.9676 0.015
H 0.7505 -3.0468 2.0873 0.033
H -0.6895 -0.4345 1.5470 0.085
H 0.7578 -0.1887 -0.0106 -0.065
```

***

Most stable: *iii*

***

*i*
Formula: C3H7OS
Source: the Open Molecules 2025 dataset
Level of theory: wB97M-V/def2-TZVPD

**Highest occupied orbital energy**: -2.81 eV
**Gap between HOMO and LUMO**: 7.0 eV
**Molecular weight**: 91.15 u
**Net charge**: -1
**E_LUMO**: 4.230 eV

Structure (XYZ):
```
12
Properties=species:S:1:pos:R:3:lowdin_charge:R:1
C 1.2937 0.5004 2.7492 -0.693
S 0.6963 -0.5541 1.3864 0.187
H 0.7242 1.4263 2.8751 -0.011
H 2.3460 0.6607 2.6289 -0.033
H 1.0827 0.0248 3.7128 -0.021
C -0.9501 -0.2876 -2.9683 -0.040
C -0.9364 -0.5195 -1.6487 -0.357
O -1.3649 0.3822 -0.7468 -0.105
H -0.7260 -1.1746 -3.5489 0.023
H -0.7762 0.7236 -3.3070 0.038
H -0.6287 -1.4530 -1.1820 0.088
H -0.7606 0.2707 0.0493 -0.076
```

***

*ii*
Formula: C3H7OS
Source: the Open Molecules 2025 dataset
Level of theory: wB97M-V/def2-TZVPD

**Highest occupied orbital energy**: -2.52 eV
**Gap between HOMO and LUMO**: 5.9 eV
**Molecular weight**: 91.15 u
**SMILES**: [O-]CCCS
**Net charge**: -1
**E_LUMO**: 3.358 eV

Structure (XYZ):
```
12
Properties=species:S:1:pos:R:3:lowdin_charge:R:1
O 1.6186 -0.2457 -1.5770 -0.327
C 0.4349 0.3088 -1.5932 -0.565
C -0.5217 0.0225 -0.2450 -0.256
C 0.3993 -0.4133 0.9103 -0.577
S -0.1839 -0.0717 2.6492 0.572
H 0.3834 1.4123 -1.4995 0.050
H -0.3126 0.1277 -2.4373 0.066
H -1.2133 -0.8096 -0.3717 0.071
H -0.9783 0.9853 -0.0220 0.065
H 0.5233 -1.4911 0.8840 0.048
H 1.3418 0.1290 0.9326 0.045
H -1.4915 0.0457 2.3694 -0.191
```

***

Most stable: *i*